Run A
This record from the Open Molecules 2025 dataset describes a cluster of 5 separate species, C4H20N2O5 in total. The level of theory is ωB97M-V/def2-TZVPD.

Each line ends with the Mulliken charge.
CARTESIAN COORDINATES (ANGSTROEM)
N1 1.855 -0.650 0.886  -0.447
C1 0.935 -1.594 1.561  -0.949
C2 -0.536 -2.019 1.002  -0.368
C3 -0.998 -1.680 -0.462  -0.389
N2 -1.068 -0.229 -0.657  0.033
C4 -1.206 0.114 -2.095  -0.615
O1 -0.340 1.263 -2.454  -0.661
H1 1.397 0.078 0.368  0.139
H2 2.348 -1.244 0.230  0.314
H3 0.855 -1.184 2.587  0.173
H4 1.398 -2.527 1.681  0.448
H5 -1.213 -1.329 1.740  0.115
H6 -0.764 -3.037 1.179  0.450
H7 -0.619 -2.387 -1.319  0.284
H8 -2.059 -2.186 -0.487  0.330
H9 -0.383 0.392 -0.335  0.051
H10 -0.795 -0.639 -2.872  0.296
H11 -2.370 0.261 -2.365  0.332
H12 -0.835 2.112 -2.570  0.329
O2 1.162 2.084 0.016  -0.522
H13 0.461 2.400 -0.464  0.216
H14 1.807 2.799 -0.210  0.243
O3 1.849 -0.396 -2.235  -0.576
H15 2.729 -0.068 -2.388  0.298
H16 1.217 0.234 -2.325  0.410
O4 -1.156 2.591 0.963  -0.584
H17 -0.926 2.242 1.774  0.323
H18 -1.926 2.311 0.478  0.284
O5 -0.514 1.040 3.079  -0.751
H19 -0.353 0.198 3.533  0.315
H20 0.049 1.048 2.160  0.477

Output
LUMO level = 0.2900 eV
HOMO-LUMO gap = 9.0 eV
SMILES string = NCCCNCO.O.O.O.O
molecular weight = 176.21 g/mol
E_HOMO = -8.72 eV



Run B
This record from the Open Molecules 2025 dataset describes a cluster of 6 separate species, C4H20N2O5 in total. The level of theory is ωB97M-V/def2-TZVPD.

Each line ends with the Mulliken charge.
CARTESIAN COORDINATES (ANGSTROEM)
C1 0.257 2.390 1.922  -1.317
C2 -0.617 1.294 2.527  -0.121
C3 -0.390 -0.049 1.895  0.250
N1 0.858 -0.355 1.352  -0.372
C4 -1.401 -0.939 1.859  -0.463
N2 -1.324 -2.230 1.295  -0.502
H1 0.321 2.267 0.836  0.220
H2 1.342 2.264 2.124  0.360
H3 -0.041 3.399 2.144  0.398
H4 -1.650 1.599 2.339  0.271
H5 -0.317 1.334 3.579  0.210
H6 0.881 -1.151 0.736  0.182
H7 1.402 0.421 0.996  0.271
H8 -2.351 -0.658 2.312  0.265
H9 -0.917 -2.898 1.946  0.212
H10 -2.226 -2.616 1.050  0.224
O1 2.243 -2.279 -1.528  -0.723
H11 1.668 -3.008 -1.745  0.330
H12 1.971 -1.986 -0.642  0.309
O2 -3.269 -0.981 -1.486  -0.634
H13 -3.375 -1.788 -0.974  0.299
H14 -2.593 -0.423 -1.072  0.343
O3 -1.435 1.608 -2.288  -0.616
H15 -0.731 1.030 -1.959  0.305
H16 -1.536 1.496 -3.224  0.311
O4 3.284 1.713 -0.864  -0.650
H17 2.743 2.434 -0.508  0.308
H18 2.761 1.353 -1.584  0.309
O5 1.139 -0.061 -2.478  -0.620
H19 2.031 -0.458 -2.541  0.342
H20 0.510 -0.773 -2.449  0.300

Output
LUMO level = 0.1912 eV
HOMO-LUMO gap = 8.1 eV
SMILES string = CC/C(N)=C/N.O.O.O.O.O
molecular weight = 176.21 g/mol
E_HOMO = -7.86 eV



Which structure is the least stable? The one labeled run A.



Run A
This record from the Open Molecules 2025 dataset describes an isolated molecule of C5H6S3. The level of theory is ωB97M-V/def2-TZVPD.

Each line ends with the Mulliken charge.
CARTESIAN COORDINATES (ANGSTROEM)
C1 0.473 -1.492 -1.035  -0.790
C2 -0.392 1.145 -1.895  0.046
C3 -0.713 0.945 0.959  -0.595
C4 0.129 0.321 1.960  -0.356
C5 0.699 -0.265 2.879  -0.028
H1 0.881 -2.391 -1.641  0.306
H2 0.046 -1.776 -0.121  0.294
H3 1.356 -0.857 -0.807  0.289
H4 -1.520 1.575 1.430  0.379
H5 -1.336 0.151 0.442  0.223
H6 1.252 -0.772 3.603  0.448
S1 -0.645 -0.585 -2.142  -0.019
S2 -0.402 2.158 -3.235  -0.189
S3 0.173 1.843 -0.398  -0.009

Output
LUMO level = -0.6082 eV
HOMO-LUMO gap = 8.0 eV
molecular weight = 162.30 g/mol
E_HOMO = -8.58 eV



Run B
This record from the Open Molecules 2025 dataset describes a cluster of 2 separate species, C5H6S3 in total. The level of theory is ωB97M-V/def2-TZVPD.

Each line ends with the Mulliken charge.
CARTESIAN COORDINATES (ANGSTROEM)
C1 2.319 -0.882 -0.976  -0.848
C2 1.053 -0.650 -0.001  0.303
C3 -1.266 0.498 0.077  0.404
C4 -0.987 1.730 0.846  -0.754
C5 -2.500 -0.202 0.240  -0.341
H1 2.239 -2.023 -1.368  0.250
H2 2.044 0.089 -1.767  0.246
H3 3.666 -0.420 -0.469  0.281
H4 -0.414 2.487 0.531  0.370
H5 -1.706 2.061 1.670  0.215
H6 -3.021 0.354 0.891  0.386
S1 1.070 -1.217 1.553  -0.192
S2 -0.009 0.041 -1.019  -0.136
S3 -2.489 -1.865 -0.206  -0.185

Output
LUMO level = -1.8306 eV
HOMO-LUMO gap = 6.7 eV
molecular weight = 162.30 g/mol
E_HOMO = -8.48 eV



Which structure is the least stable? The one labeled run B.



Run A
This record from the Open Molecules 2025 dataset describes the ion C5H11NO2 with charge -2. The level of theory is ωB97M-V/def2-TZVPD.

Each line ends with the Mulliken charge.
CARTESIAN COORDINATES (ANGSTROEM)
C1 1.514 -1.872 0.184  -0.822
N1 0.634 -1.162 -0.797  -0.309
C2 -0.340 -0.017 -0.468  0.196
C3 -0.755 0.542 -1.937  -0.380
O1 0.223 0.354 -2.766  -0.930
C4 -0.016 1.058 0.609  -0.640
C5 -1.001 0.950 1.839  -0.404
O2 -0.573 1.621 2.930  -0.932
H1 2.272 -1.098 0.468  0.208
H2 0.939 -2.161 1.116  0.213
H3 1.847 -2.738 -0.462  0.318
H4 1.062 -0.739 -1.625  0.216
H5 -1.309 -0.538 -0.039  0.124
H6 -0.945 1.614 -1.656  0.162
H7 -1.592 -0.110 -2.074  0.233
H8 1.008 0.977 1.028  0.208
H9 -0.044 2.072 0.161  0.275
H10 -1.902 1.378 1.355  0.123
H11 -1.023 -0.130 2.132  0.141

Output
LUMO level = 6.6920 eV
charge = -2
HOMO-LUMO gap = 5.7 eV
SMILES string = CN[C@H](C[O-])CC[O-]
molecular weight = 117.15 g/mol
E_HOMO = 1.02 eV



Run B
This record from the Open Molecules 2025 dataset describes a cluster of 2 separate species, C5H11NO2 in total. The level of theory is ωB97M-V/def2-TZVPD.

Each line ends with the Mulliken charge.
CARTESIAN COORDINATES (ANGSTROEM)
C1 -1.188 -0.602 2.098  -1.245
C2 -1.556 0.330 1.006  0.792
C3 0.752 0.001 -0.361  -0.362
C4 0.597 -1.291 -1.289  -0.339
O1 0.852 -2.528 -0.659  -0.984
N1 -1.784 1.660 1.221  -0.708
C5 -0.406 1.059 0.212  -0.729
O2 1.973 1.372 -2.625  -1.150
H1 -0.426 0.022 2.729  0.242
H2 -0.606 -1.468 1.616  0.237
H3 -1.942 -1.014 2.828  0.325
H4 -2.325 -0.230 0.305  0.287
H5 1.433 -0.302 0.452  0.269
H6 1.397 0.658 -1.186  0.170
H7 -0.342 -1.195 -1.896  0.155
H8 1.363 -1.179 -2.028  0.254
H9 -0.902 1.549 -0.689  0.295
H10 2.872 1.316 -2.364  0.143
H11 0.240 1.843 0.631  0.349

Output
LUMO level = 6.4610 eV
charge = -2
HOMO-LUMO gap = 5.5 eV
molecular weight = 117.15 g/mol
E_HOMO = 0.96 eV



Run C
This record from the Open Molecules 2025 dataset describes the ion C5H11NO2 with charge -2. The level of theory is ωB97M-V/def2-TZVPD.

Each line ends with the Mulliken charge.
CARTESIAN COORDINATES (ANGSTROEM)
C1 -0.535 1.927 0.908  -0.827
N1 0.295 1.589 -0.250  -0.419
C2 0.641 0.136 -0.265  0.128
C3 0.945 -0.278 -1.809  -0.474
O1 1.035 0.773 -2.648  -0.964
C4 -0.516 -0.846 0.148  -0.702
C5 -0.292 -1.494 1.558  -0.453
O2 -1.413 -1.698 2.313  -0.967
H1 -0.267 1.416 1.849  0.217
H2 -0.636 3.027 0.999  0.337
H3 -1.584 1.647 0.714  0.280
H4 -0.139 1.645 -1.185  0.258
H5 1.513 0.022 0.347  0.341
H6 0.131 -0.974 -2.263  0.138
H7 1.828 -0.952 -1.750  0.169
H8 -1.472 -0.335 0.229  0.091
H9 -0.720 -1.538 -0.658  0.501
H10 0.010 -2.533 1.232  0.194
H11 0.557 -1.016 2.086  0.150

Output
LUMO level = 6.8232 eV
charge = -2
HOMO-LUMO gap = 5.8 eV
SMILES string = CN[C@H](C[O-])CC[O-]
molecular weight = 117.15 g/mol
E_HOMO = 1.03 eV



Which structure is the least stable? The one labeled run B.